Record 1
{
  "formula": "C2H4O3S",
  "method": "ωB97M-V with the def2-TZVPD basis set",
  "gap_ev": 8.11,
  "spin_multiplicity": 1,
  "smiles": "OC(O)=C(O)S",
  "e_above_lowest_ev": 1.2718,
  "e_lumo_ev": 0.452,
  "total_energy_ha": -702.4468,
  "elements": ["C", "C", "O", "O", "O", "S", "H", "H", "H", "H"],
  "xyz": [[0.607, 0.328, 0.166], [-0.544, -0.388, 0.064], [0.895, 1.640, 0.147], [1.801, -0.355, 0.135], [-0.727, -1.706, 0.036], [-2.093, 0.684, 0.063], [0.078, 2.221, 0.349], [2.581, 0.235, 0.183], [-0.075, -2.225, -0.628], [-2.524, -0.433, -0.516]],
  "atomic_forces_ev_per_a": [[0.726, -2.283, -0.413], [0.723, 4.445, 0.408], [-2.657, 2.134, 0.621], [0.258, -0.336, 0.032], [1.860, -2.900, -1.857], [1.351, -1.789, -0.047], [1.842, -1.507, -0.568], [-0.996, -0.159, 0.003], [-2.024, 2.166, 2.162], [-1.083, 0.228, -0.342]]
}


Record 2
{
  "formula": "C44H110BN10O18Pb",
  "method": "ωB97M-V with the def2-TZVPD basis set",
  "gap_ev": 3.24,
  "spin_multiplicity": 1,
  "e_above_lowest_ev": 3.7651,
  "e_lumo_ev": -6.525,
  "total_charge": 1,
  "total_energy_ha": -3861.5792,
  "elements": ["Pb", "O", "C", "O", "B", "O", "C", "O", "O", "C", "O", "C", "O", "O", "C", "C", "C", "O", "C", "N", "H", "H", "H", "H", "H", "H", "H", "H", "H", "H", "H", "C", "C", "C", "O", "C", "N", "H", "H", "H", "H", "H", "H", "H", "H", "H", "H", "H", "C", "C", "C", "O", "C", "N", "H", "H", "H", "H", "H", "H", "H", "H", "H", "H", "H", "C", "C", "C", "O", "C", "N", "H", "H", "H", "H", "H", "H", "H", "H", "H", "H", "H", "C", "C", "C", "O", "C", "N", "H", "H", "H", "H", "H", "H", "H", "H", "H", "H", "H", "C", "C", "C", "O", "C", "N", "H", "H", "H", "H", "H", "H", "H", "H", "H", "H", "H", "C", "C", "C", "O", "C", "N", "H", "H", "H", "H", "H", "H", "H", "H", "H", "H", "H", "C", "C", "C", "O", "C", "N", "H", "H", "H", "H", "H", "H", "H", "H", "H", "H", "H", "C", "C", "C", "O", "C", "N", "H", "H", "H", "H", "H", "H", "H", "H", "H", "H", "H", "C", "C", "C", "O", "C", "N", "H", "H", "H", "H", "H", "H", "H", "H", "H", "H", "H"],
  "xyz": [[-0.845, 5.205, 3.571], [2.117, -1.096, -2.380], [1.433, -0.763, -1.427], [0.752, 0.340, -1.244], [0.168, 0.363, 0.124], [0.533, -0.926, 0.738], [1.354, -1.584, -0.051], [1.870, -2.645, 0.066], [-1.270, 0.380, 0.065], [-1.689, 1.288, 0.914], [-2.816, 1.576, 1.196], [-0.414, 2.065, 1.530], [0.625, 1.585, 0.877], [-0.420, 2.939, 2.390], [-5.639, -5.386, -1.257], [-5.336, -4.232, -2.186], [-4.390, -3.151, -1.658], [-4.684, -2.657, -0.382], [-3.696, -1.792, 0.126], [-4.841, -4.757, -3.496], [-6.724, -5.487, -1.262], [-5.191, -5.222, -0.277], [-5.151, -6.311, -1.565], [-6.227, -3.637, -2.390], [-4.456, -2.306, -2.343], [-3.403, -3.613, -1.677], [-3.568, -0.894, -0.480], [-2.770, -2.288, 0.413], [-4.173, -1.408, 1.028], [-3.836, -4.855, -3.488], [-5.169, -5.709, -3.417], [5.381, -2.362, 0.639], [6.399, -3.584, 0.959], [7.872, -3.332, 0.608], [8.461, -2.196, 1.123], [8.598, -1.030, 0.334], [6.435, -3.722, 2.422], [4.957, -2.441, -0.362], [5.888, -1.398, 0.682], [4.471, -2.409, 1.239], [6.083, -4.533, 0.527], [8.014, -3.234, -0.469], [8.386, -4.235, 0.936], [7.775, -0.332, 0.491], [8.913, -1.325, -0.667], [9.483, -0.509, 0.699], [7.285, -4.163, 2.742], [6.577, -2.779, 2.755], [-4.155, 4.522, -0.835], [-5.512, 4.574, -0.145], [-6.729, 4.249, -1.050], [-6.834, 5.209, -2.075], [-7.603, 5.020, -3.179], [-5.515, 3.603, 1.024], [-4.154, 3.574, -1.373], [-3.268, 4.540, -0.203], [-4.086, 5.385, -1.497], [-5.647, 5.626, 0.104], [-7.617, 4.301, -0.422], [-6.626, 3.230, -1.424], [-7.309, 4.076, -3.639], [-7.579, 5.854, -3.880], [-8.617, 4.824, -2.829], [-5.027, 2.756, 0.772], [-6.433, 3.391, 1.387], [1.608, 2.407, 6.364], [0.555, 2.965, 5.451], [-0.861, 2.322, 5.592], [-1.901, 3.035, 4.799], [-3.051, 2.216, 4.591], [0.502, 4.367, 5.668], [1.558, 1.337, 6.160], [1.429, 2.497, 7.436], [2.576, 2.863, 6.155], [0.871, 2.808, 4.419], [-1.328, 2.306, 6.577], [-0.746, 1.271, 5.328], [-2.706, 1.359, 4.013], [-3.719, 2.754, 3.918], [-3.545, 1.760, 5.449], [0.074, 4.456, 6.578], [1.448, 4.720, 5.708], [2.382, 0.315, -6.061], [0.962, -0.138, -6.430], [0.190, -0.870, -5.315], [-1.080, -1.334, -5.888], [-1.787, -2.341, -5.103], [0.246, 1.134, -6.727], [3.047, -0.532, -5.888], [2.302, 0.827, -5.102], [2.930, 0.902, -6.799], [1.016, -0.659, -7.386], [0.020, -0.268, -4.423], [0.793, -1.719, -4.994], [-1.270, -3.169, -4.618], [-2.525, -2.921, -5.658], [-2.224, -1.886, -4.214], [0.433, 1.584, -5.843], [0.969, 1.570, -7.282], [4.012, 1.603, -0.245], [4.256, 2.933, 0.420], [4.346, 3.950, -0.756], [5.641, 3.901, -1.339], [5.878, 5.166, -2.047], [3.276, 3.111, 1.484], [4.172, 0.737, 0.397], [4.681, 1.311, -1.055], [3.054, 1.634, -0.765], [5.187, 2.837, 0.980], [4.205, 4.887, -0.216], [3.513, 3.814, -1.445], [6.158, 5.726, -1.155], [5.075, 5.546, -2.678], [6.756, 4.892, -2.631], [3.562, 2.420, 2.163], [2.359, 2.767, 1.239], [-1.776, -1.910, 5.907], [-1.898, -2.609, 4.574], [-3.239, -3.171, 4.258], [-3.173, -3.789, 2.956], [-4.532, -4.164, 2.644], [-1.682, -1.558, 3.612], [-2.496, -1.109, 6.074], [-0.773, -1.495, 6.005], [-1.884, -2.689, 6.662], [-1.129, -3.351, 4.360], [-3.898, -2.304, 4.311], [-3.494, -3.896, 5.031], [-5.110, -3.338, 2.230], [-5.104, -4.579, 3.474], [-4.532, -4.969, 1.909], [-0.784, -1.550, 3.150], [-2.186, -1.862, 2.791], [-3.103, 5.029, -5.655], [-2.501, 3.690, -5.685], [-2.707, 2.821, -4.394], [-2.157, 1.523, -4.475], [-2.220, 0.875, -3.239], [-3.087, 3.020, -6.859], [-2.848, 5.649, -6.514], [-2.599, 5.586, -4.865], [-4.181, 4.961, -5.508], [-1.418, 3.714, -5.813], [-3.767, 2.760, -4.146], [-2.275, 3.340, -3.539], [-3.220, 0.463, -3.106], [-1.972, 1.539, -2.410], [-1.500, 0.059, -3.298], [-3.139, 3.796, -7.504], [-4.072, 2.905, -6.668], [0.581, -4.241, -2.655], [-0.391, -5.435, -2.286], [-0.906, -5.479, -0.898], [0.115, -5.655, 0.079], [-0.386, -5.276, 1.361], [-1.544, -5.423, -3.110], [0.807, -4.241, -3.722], [1.511, -4.505, -2.152], [0.053, -3.330, -2.374], [0.032, -6.402, -2.556], [-1.587, -6.321, -0.774], [-1.496, -4.601, -0.634], [-0.511, -4.218, 1.590], [0.325, -5.624, 2.110], [-1.256, -5.884, 1.607], [-1.234, -5.167, -4.036], [-1.764, -6.379, -3.348], [7.074, 0.563, 4.181], [5.867, 1.512, 3.838], [4.521, 0.965, 4.362], [3.948, 0.226, 3.217], [2.549, -0.192, 3.473], [6.193, 2.747, 4.547], [7.947, 0.717, 3.547], [6.808, -0.482, 4.024], [7.269, 0.590, 5.253], [5.795, 1.863, 2.809], [3.833, 1.738, 4.703], [4.682, 0.298, 5.209], [2.420, -0.868, 4.318], [2.218, -0.760, 2.603], [1.930, 0.699, 3.570], [6.400, 2.606, 5.525], [6.944, 3.231, 4.076]],
  "atomic_forces_ev_per_a": [[0.028, -2.575, 0.592], [-1.694, 0.878, 1.593], [2.443, -1.696, -0.259], [-0.800, 1.148, 0.652], [1.127, -1.734, -1.935], [0.096, 0.935, 1.223], [0.340, -0.257, -3.028], [-0.008, -0.075, 1.055], [-0.531, 1.418, 0.943], [-0.551, 0.681, 0.542], [0.258, 0.052, 0.075], [0.139, -1.519, -1.887], [-1.212, 0.560, 1.484], [0.123, 0.823, -0.018], [0.201, 0.229, 0.541], [0.364, 0.991, -0.557], [0.596, -0.562, -0.679], [-0.299, -0.559, 0.343], [-1.274, 0.384, 0.704], [-0.653, 0.331, 0.625], [0.134, -0.484, 0.612], [-0.620, 0.236, 0.325], [-0.206, -0.053, -0.354], [-0.525, -0.485, -0.069], [0.405, 0.008, -0.435], [0.543, 0.279, 0.028], [0.426, -0.189, -0.493], [0.231, -0.088, -0.368], [0.285, 0.050, 0.371], [0.447, 0.194, 0.265], [-0.005, -0.241, -0.868], [0.775, -1.719, -0.667], [-0.194, 1.894, 0.934], [-0.791, -0.149, -2.614], [0.344, 0.790, 1.870], [1.013, -0.544, 0.605], [-0.897, 0.286, 0.644], [0.370, -0.130, -0.320], [-0.081, -0.073, 0.411], [0.403, 0.039, 0.564], [-0.132, 0.159, -0.217], [-0.137, -0.554, -0.524], [0.424, 0.148, 0.132], [-0.298, -0.175, -0.749], [-0.850, 0.309, -0.487], [0.074, 0.010, 0.341], [0.139, -0.527, -0.199], [-0.237, 0.311, 0.307], [-0.682, -0.395, -0.509], [-0.341, -0.740, 0.674], [0.465, 0.324, -0.275], [2.387, 1.591, 1.616], [-1.418, -1.863, -0.165], [0.482, 1.684, -0.612], [0.478, 0.067, -0.467], [-0.279, -0.005, 0.487], [0.040, -0.325, -0.353], [-0.240, -0.082, 0.974], [-0.268, -0.147, 0.155], [-0.015, -0.235, -0.326], [0.132, -0.031, -0.727], [0.244, -0.029, 0.302], [-0.631, 0.300, -0.390], [-0.077, -0.130, -0.072], [-0.095, -0.006, -0.223], [-0.415, -1.403, 0.142], [-0.879, -1.299, -0.274], [-0.309, 0.551, -0.122], [1.963, 0.571, 0.861], [-0.030, -1.085, -1.824], [-1.385, 2.106, -1.008], [0.919, -0.202, 0.124], [-0.399, 0.337, 0.003], [0.053, -0.359, -0.185], [0.051, -0.278, -0.093], [0.697, 0.227, 0.530], [-0.359, -0.029, -0.644], [-0.048, -0.191, -0.172], [-0.177, 0.098, 0.409], [0.179, 0.845, 0.575], [-0.076, 0.821, 0.349], [0.212, 0.378, 0.119], [0.293, -1.654, 1.090], [-0.139, 1.235, -0.332], [-0.356, -1.227, -1.409], [0.490, -1.263, 1.090], [0.398, 0.582, 0.476], [0.508, -0.484, 0.161], [0.046, -0.271, 0.202], [0.311, 0.346, 0.005], [-0.599, 0.281, -0.162], [-0.339, -0.702, 0.322], [0.052, 0.421, -0.175], [-0.043, -0.312, 0.086], [1.444, 0.201, -0.409], [-0.240, 0.923, -0.552], [-0.597, 0.359, -0.176], [-0.774, 0.838, 0.440], [-0.328, 0.693, -0.761], [0.476, -1.361, -0.848], [0.501, -1.570, -1.383], [0.460, 0.259, 2.635], [-1.929, 0.097, -0.883], [1.312, -1.976, 1.490], [-0.514, 0.922, 0.448], [-0.771, 0.008, 0.524], [0.491, 0.746, -0.224], [-0.388, -0.322, 0.414], [0.454, 0.666, -0.524], [-0.007, 0.770, -0.390], [0.099, -0.133, -0.339], [-0.043, 1.363, -0.807], [-0.149, -0.134, 0.308], [-0.033, 0.645, -0.201], [0.100, -0.041, 0.483], [-0.040, 0.063, -0.614], [0.281, -1.467, 0.788], [1.207, 1.016, -0.595], [0.755, -0.477, 0.184], [-1.781, 0.274, 1.379], [0.069, -0.522, -0.797], [-0.195, 1.317, -2.306], [-0.184, -0.156, -0.266], [0.043, 0.024, -0.011], [-0.048, 0.285, 0.576], [0.021, -0.505, 0.838], [-0.671, -0.118, -0.338], [-0.380, -0.190, -0.085], [0.168, 0.194, -0.023], [0.359, 0.144, 0.504], [0.348, 0.204, -0.187], [0.885, -0.099, 0.684], [-0.741, 0.257, -0.434], [0.655, 1.648, 1.567], [0.119, -2.705, -0.046], [-0.185, 0.655, -0.641], [0.262, 1.101, -0.470], [-0.023, -0.483, -0.471], [0.255, -0.027, -0.035], [-0.254, -0.415, -0.423], [-0.515, 0.374, 0.616], [0.008, 0.292, 0.064], [0.116, 0.160, -0.237], [-0.566, -0.086, -0.171], [0.369, 0.316, 0.173], [-0.213, -0.117, 0.348], [0.099, 0.101, 0.194], [-0.161, 0.015, 0.333], [0.230, -0.206, -0.874], [-0.394, -0.512, 0.284], [-0.973, -2.170, 0.708], [1.731, 0.076, -0.845], [0.330, -0.184, 1.702], [-0.227, 1.021, 0.417], [0.932, -1.492, 0.516], [-1.892, 0.302, -2.202], [-0.246, 0.011, -0.074], [-0.017, 0.942, 0.326], [0.586, 0.230, 0.144], [1.282, 0.047, 0.748], [-0.342, -0.253, -0.293], [-0.020, 0.460, -0.327], [-0.337, 0.238, -0.750], [0.442, 0.004, -0.174], [-0.616, 0.401, -0.163], [-0.020, 0.761, -0.304], [-0.636, -0.452, 0.566], [-1.474, -1.166, -1.113], [1.337, 0.238, 1.994], [0.151, -0.931, -2.000], [-1.459, 0.083, 1.847], [1.644, 0.153, -0.840], [-1.109, 1.196, -0.023], [0.065, 0.415, 0.352], [-0.131, -0.228, -0.316], [0.276, 0.479, -0.090], [-0.117, -0.842, -0.199], [0.037, 0.356, -0.331], [0.038, -0.281, 0.055], [0.351, 0.188, 0.357], [0.155, 0.211, -0.087], [-0.186, 0.150, 0.147], [0.329, -0.044, -0.108], [0.119, 0.002, 0.318]]
}